C5H10O | the ωB97M-V functional and the def2-TZVPD basis

Last column: natural (NBO) charge in e.
Geometry (Å):
1 C 1.23294 -0.51331 -0.60455  -0.6361
2 C 0.08463 -0.88340 0.33389  -0.2635
3 C 0.55364 -0.20810 1.62080  -0.0716
4 O 0.03532 1.07054 1.08313  -0.5432
5 C -0.91566 0.27180 0.31971  0.1028
6 C -1.47735 0.75105 -1.00236  -0.6362
7 H 2.13793 -1.07687 -0.34730  0.2082
8 H 1.34366 0.56195 -0.34847  0.2404
9 H 1.04142 -0.59315 -1.67413  0.2063
10 H -0.30092 -1.90867 0.31231  0.2063
11 H 1.63900 -0.27709 1.80370  0.1846
12 H 0.00342 -0.41517 2.53866  0.1810
13 H -1.74662 0.07605 1.00875  0.1673
14 H -1.99894 1.70723 -0.91869  0.2230
15 H -2.21782 0.00066 -1.31317  0.2178
16 H -0.72862 0.82149 -1.79559  0.2129

Orbital gap, eV: 10.81
ΔE to the lowest compared entry with this formula, charge and spin, kJ/mol: 164.6
2S+1: 1
Electronic energy, Ha: -271.68991
HOMO, Ha: -0.3547
F_max, eV Å⁻¹: 1.208